A) Formula: C7H8
Source: the OMol25 dataset
Level of theory: the ωB97M-V functional and the def2-TZVPD basis

The molar mass is 92.1 g/mol. Its HOMO-LUMO gap is 0.3314 Ha. The calculation puts the HOMO energy at -9.9 eV.

Structure (ORCA input):
```
! wB97M-V def2-TZVPD RIJCOSX def2/J DEFGRID3
* xyz 0 1
C -1.18 0.71 -0.83
C 0.05 0.03 -0.17
C 1.26 1.01 -0.12
C -0.28 -0.41 1.16
C -0.55 -0.87 2.24
C 0.36 -1.42 -0.64
C 0.75 -1.93 -1.76
H -2.01 0.00 -0.89
H -0.96 1.07 -1.84
H -1.51 1.57 -0.23
H 1.01 1.87 0.51
H 2.12 0.50 0.31
H 1.53 1.38 -1.12
H -0.86 -0.67 3.22
H 0.28 -2.83 0.18
*
```


B) Formula: C7H8
Source: the OMol25 dataset
Level of theory: the ωB97M-V functional and the def2-TZVPD basis

The molar mass is 92.1 g/mol. Its HOMO-LUMO gap is 0.4027 Ha. The structure (SMILES) is C#CC[C@H](C)C#C. The calculation puts the HOMO energy at -9.9 eV.

Structure (ORCA input):
```
! wB97M-V def2-TZVPD RIJCOSX def2/J DEFGRID3
* xyz 0 1
C 2.95 0.80 -0.23
C 1.77 0.93 -0.41
C 0.31 1.03 -0.50
C -0.34 -0.09 0.34
C -0.10 -1.48 -0.30
C -1.76 0.13 0.63
C -2.90 0.24 0.99
H 4.00 0.68 -0.08
H -0.02 0.95 -1.55
H -0.02 2.02 -0.14
H 0.16 -0.07 1.32
H -0.15 -1.41 -1.39
H 0.89 -1.85 -0.02
H -0.86 -2.19 0.02
H -3.91 0.32 1.33
*
```


C) Formula: C7H8
Source: the OMol25 dataset
Level of theory: the ωB97M-V functional and the def2-TZVPD basis

The molar mass is 92.1 g/mol. Its HOMO-LUMO gap is 0.3747 Ha. The calculation puts the HOMO energy at -9.7 eV.

Structure (ORCA input):
```
! wB97M-V def2-TZVPD RIJCOSX def2/J DEFGRID3
* xyz 0 1
C -1.77 0.18 -0.13
C -0.50 0.26 0.71
C 0.32 -1.06 0.71
C 1.23 -1.11 -0.43
C 2.03 -0.99 -1.32
C 1.44 1.49 -0.56
C 0.39 1.39 0.22
H -1.54 -0.08 -1.17
H -2.47 -0.57 0.27
H -2.29 1.15 -0.14
H -0.78 0.47 1.75
H 0.91 -1.11 1.63
H -0.36 -1.92 0.71
H 2.74 -0.88 -2.12
H 0.11 2.42 0.46
*
```


D) Formula: C7H8
Source: the OMol25 dataset
Level of theory: the ωB97M-V functional and the def2-TZVPD basis

The molar mass is 92.1 g/mol. Its HOMO-LUMO gap is 0.3664 Ha. The structure (SMILES) is Cc1ccccc1. The calculation puts the HOMO energy at -8.9 eV.

Structure (ORCA input):
```
! wB97M-V def2-TZVPD RIJCOSX def2/J DEFGRID3
* xyz 0 1
C -2.28 -0.56 -0.51
C -0.83 -0.28 -0.27
C -0.15 0.73 -0.94
C 1.07 1.23 -0.46
C 1.63 0.64 0.64
C 1.14 -0.59 1.08
C -0.04 -1.08 0.55
H -2.49 -1.62 -0.33
H -2.48 -0.54 -1.60
H -3.01 0.17 -0.17
H -0.85 1.47 -1.35
H 1.25 2.28 -0.62
H 2.37 1.17 1.22
H 1.74 -1.11 1.81
H -0.32 -2.11 0.76
*
```


The structure with the greatest stability is D).


A) Formula: C7H8
Source: the OMol25 dataset
Level of theory: the ωB97M-V functional and the def2-TZVPD basis

The molar mass is 92.1 g/mol. Its HOMO-LUMO gap is 0.4047 Ha. The structure (SMILES) is C#CC(C)(C)C#C. The calculation puts the HOMO energy at -10.0 eV.

Structure (ORCA input):
```
! wB97M-V def2-TZVPD RIJCOSX def2/J DEFGRID3
* xyz 0 1
C -2.19 -1.23 0.02
C -1.21 -0.51 0.04
C -0.02 0.32 -0.01
C 0.09 1.08 1.29
C -0.16 1.22 -1.22
C 1.24 -0.51 -0.08
C 2.28 -1.12 -0.08
H -3.06 -1.90 0.05
H -0.92 1.56 1.53
H 0.87 1.86 1.19
H 0.37 0.41 2.19
H -0.22 0.60 -2.12
H 0.67 1.93 -1.29
H -1.11 1.77 -1.17
H 3.16 -1.73 -0.24
*
```


B) Formula: C7H8
Source: the OMol25 dataset
Level of theory: the ωB97M-V functional and the def2-TZVPD basis

The molar mass is 92.1 g/mol. Its HOMO-LUMO gap is 0.2916 Ha. The calculation puts the HOMO energy at -8.2 eV.

Structure (ORCA input):
```
! wB97M-V def2-TZVPD RIJCOSX def2/J DEFGRID3
* xyz 0 1
C -0.52 -0.30 -0.76
C -1.40 -1.43 -0.82
C -0.15 0.84 -0.37
C 0.24 2.08 0.00
C -0.04 -1.80 -1.04
C -0.52 2.84 1.06
C 0.66 -2.85 -0.09
H 0.77 2.77 -0.67
H 0.54 -1.68 -1.93
H -1.53 2.45 1.21
H -0.41 3.89 0.87
H -0.22 2.51 2.08
H 0.95 -2.25 0.73
H 1.42 -3.35 -0.65
H 0.20 -3.73 0.39
*
```


C) Formula: C7H8
Source: the OMol25 dataset
Level of theory: the ωB97M-V functional and the def2-TZVPD basis

The molar mass is 92.1 g/mol. Its HOMO-LUMO gap is 0.3206 Ha. The structure (SMILES) is C=C1C=C[C@@H]2C[C@H]12. The calculation puts the HOMO energy at -8.1 eV.

Structure (ORCA input):
```
! wB97M-V def2-TZVPD RIJCOSX def2/J DEFGRID3
* xyz 0 1
C 2.25 -0.13 -0.13
C 0.94 0.31 -0.27
C 0.27 1.65 0.03
C -1.10 1.32 -0.05
C -1.39 -0.03 -0.51
C -0.95 -1.11 0.53
C 0.00 -0.84 -0.49
H 3.04 0.47 0.25
H 2.80 -1.23 0.19
H 0.32 2.67 0.31
H -2.07 1.94 0.09
H -2.18 -0.62 -1.06
H -1.66 -1.90 0.60
H -0.41 -0.76 1.49
H 0.13 -1.75 -0.99
*
```


The structure with the greatest stability is A).


A) Formula: C7H8
Source: the OMol25 dataset
Level of theory: the ωB97M-V functional and the def2-TZVPD basis

The molar mass is 92.1 g/mol. Its HOMO-LUMO gap is 0.3762 Ha. The structure (SMILES) is C#CCC1=C(C)C1. The calculation puts the HOMO energy at -9.3 eV.

Structure (ORCA input):
```
! wB97M-V def2-TZVPD RIJCOSX def2/J DEFGRID3
* xyz 0 1
C 2.72 0.00 2.61
C 1.72 0.37 2.16
C 0.45 0.93 1.56
C 0.12 0.51 0.13
C -0.47 -0.14 -0.78
C -1.41 -1.26 -1.17
C 0.46 0.90 -1.41
H 3.54 -0.29 3.14
H -0.36 0.59 2.25
H 0.57 2.02 1.82
H -2.25 -0.96 -1.79
H -1.76 -1.74 -0.26
H -0.80 -1.97 -1.78
H -0.03 1.85 -1.82
H 1.29 0.60 -1.88
*
```


B) Formula: C7H8
Source: the OMol25 dataset
Level of theory: the ωB97M-V functional and the def2-TZVPD basis

The molar mass is 92.1 g/mol. Its HOMO-LUMO gap (alpha / beta) is 0.2733 / 0.2690 Ha. The calculation puts the HOMO energy (alpha / beta) at -7.9 / -7.7 eV.

Structure (ORCA input):
```
! wB97M-V def2-TZVPD RIJCOSX def2/J DEFGRID3
* xyz 0 1
C -0.21 -1.47 -0.44
C -0.54 -0.06 -0.07
C 0.36 1.03 -0.62
C 1.79 0.85 -0.34
C 2.96 0.68 -0.09
C -1.44 0.26 0.92
C -2.47 -0.04 1.75
H 0.14 -1.53 -1.47
H 0.62 -1.82 0.19
H -1.06 -2.13 -0.27
H -0.70 0.90 1.45
H 0.22 1.03 -1.71
H 0.03 2.02 -0.27
H 3.99 0.53 0.14
H -3.48 -0.08 1.30
*
```


C) Formula: C7H8
Source: the OMol25 dataset
Level of theory: the ωB97M-V functional and the def2-TZVPD basis

The molar mass is 92.1 g/mol. Its HOMO-LUMO gap (alpha / beta) is 0.3157 / 0.3156 Ha. The calculation puts the HOMO energy (alpha / beta) at -8.6 / -8.6 eV.

Structure (ORCA input):
```
! wB97M-V def2-TZVPD RIJCOSX def2/J DEFGRID3
* xyz 0 1
C -1.66 0.37 0.70
C 0.60 -0.20 0.56
C 1.12 -0.27 -0.88
C 0.52 -1.42 -1.56
C 0.01 -2.37 -2.09
C 0.76 1.04 1.23
C 0.41 2.09 1.74
H -1.27 1.13 0.04
H -2.71 0.11 0.47
H -1.41 0.27 1.74
H 0.81 -1.09 1.16
H 0.86 0.66 -1.40
H 2.22 -0.36 -0.94
H -0.44 -3.21 -2.57
H 0.40 3.03 2.24
*
```


The structure with the greatest stability is A).


A) Formula: C7H8
Source: the OMol25 dataset
Level of theory: the ωB97M-V functional and the def2-TZVPD basis

The molar mass is 92.1 g/mol. Its HOMO-LUMO gap is 0.3697 Ha. The structure (SMILES) is Cc1ccccc1. The calculation puts the HOMO energy at -8.9 eV.

Structure (ORCA input):
```
! wB97M-V def2-TZVPD RIJCOSX def2/J DEFGRID3
* xyz 0 1
C 1.08 -2.00 1.04
C 0.51 -0.78 0.36
C 0.44 -0.67 -1.02
C -0.02 0.52 -1.63
C -0.46 1.57 -0.80
C -0.32 1.44 0.59
C 0.12 0.28 1.18
H 0.30 -2.42 1.66
H 1.95 -1.69 1.67
H 1.36 -2.78 0.29
H 0.70 -1.49 -1.65
H -0.09 0.66 -2.73
H -0.92 2.45 -1.23
H -0.55 2.24 1.26
H 0.16 0.21 2.24
*
```


B) Formula: C7H8
Source: the OMol25 dataset
Level of theory: the ωB97M-V functional and the def2-TZVPD basis

The molar mass is 92.1 g/mol. Its HOMO-LUMO gap is 0.3165 Ha. The structure (SMILES) is C[C@@]12[C@@H]3[C@H]4[C@@H]3[C@@H]1[C@H]42. The calculation puts the HOMO energy at -7.6 eV.

Structure (ORCA input):
```
! wB97M-V def2-TZVPD RIJCOSX def2/J DEFGRID3
* xyz 0 1
C -0.70 1.82 -0.15
C -0.16 0.43 -0.05
C 1.01 -0.16 0.79
C 1.12 -1.30 -0.21
C 0.03 -1.72 0.77
C -0.96 -0.85 0.00
C 0.05 -0.63 -1.12
H -1.57 1.84 -0.81
H -1.03 2.19 0.84
H 0.04 2.53 -0.54
H 1.85 0.30 1.32
H 2.02 -1.85 -0.44
H 0.43 -1.10 1.81
H -2.04 -0.93 -0.01
H -0.09 -0.57 -2.19
*
```


The structure with the greatest stability is A).


A) Formula: CH3NOP2
Source: the OMol25 dataset
Level of theory: the ωB97M-V functional and the def2-TZVPD basis

The molar mass is 107.0 g/mol. Its HOMO-LUMO gap (alpha / beta) is 0.2621 / 0.2806 Ha. The calculation puts the HOMO energy (alpha / beta) at -9.7 / -9.2 eV.

Structure (ORCA input):
```
! wB97M-V def2-TZVPD RIJCOSX def2/J DEFGRID3
* xyz 0 1
C 0.23 -1.15 -1.20
N 1.21 1.48 0.77
O -0.21 -2.03 -1.87
P 0.17 -1.22 0.63
P -0.22 0.90 0.90
H 0.77 -0.34 -1.65
H -1.38 1.67 0.19
H -0.57 0.69 2.23
*
```


B) Formula: CH3NOP2
Source: the OMol25 dataset
Level of theory: the ωB97M-V functional and the def2-TZVPD basis

The molar mass is 107.0 g/mol. Its HOMO-LUMO gap (alpha / beta) is 0.2828 / 0.2321 Ha. The calculation puts the HOMO energy (alpha / beta) at -8.3 / -7.1 eV.

Structure (ORCA input):
```
! wB97M-V def2-TZVPD RIJCOSX def2/J DEFGRID3
* xyz 0 1
C 2.36 0.33 0.04
N -1.07 -0.74 -0.89
O 2.54 1.51 -0.16
P 0.30 -1.25 -1.30
P -2.06 0.38 -0.04
H 2.73 0.02 1.07
H -3.04 -0.61 -0.07
H -1.75 0.35 1.35
*
```


The structure with the greatest stability is B).


A) Formula: C4H5N3O2
Source: the OMol25 dataset
Level of theory: the ωB97M-V functional and the def2-TZVPD basis

The molar mass is 127.1 g/mol. Its HOMO-LUMO gap (alpha / beta) is 0.2906 / 0.2904 Ha. The calculation puts the HOMO energy (alpha / beta) at -8.9 / -8.9 eV.

Structure (ORCA input):
```
! wB97M-V def2-TZVPD RIJCOSX def2/J DEFGRID3
* xyz 0 1
C -2.04 -0.10 -0.42
C -1.56 -0.58 0.80
C 0.15 -0.20 -1.34
C 2.34 1.01 0.58
N -1.12 0.18 -1.41
N -0.29 -1.01 0.93
N 0.42 -0.89 -0.19
O 1.54 -1.41 -0.03
O 1.24 1.49 0.48
H -3.04 0.30 -0.37
H -2.09 -0.72 1.64
H 3.24 1.09 0.05
H -1.45 0.40 -2.32
H 2.67 0.46 1.60
*
```


B) Formula: C4H5N3O2
Source: the OMol25 dataset
Level of theory: the ωB97M-V functional and the def2-TZVPD basis

The molar mass is 127.1 g/mol. Its HOMO-LUMO gap is 0.3667 Ha. The structure (SMILES) is CC#[N+][O-].N#CC(N)=O. The calculation puts the HOMO energy at -9.8 eV.

Structure (ORCA input):
```
! wB97M-V def2-TZVPD RIJCOSX def2/J DEFGRID3
* xyz 0 1
C 1.96 0.37 1.11
C 1.45 0.72 -0.17
N 1.30 0.82 -1.30
O 0.79 1.07 -2.36
H 1.52 -0.61 1.28
H 1.73 1.10 1.79
H 2.98 0.29 0.98
N -0.96 -0.33 2.13
C -1.54 -0.66 1.18
C -1.91 -1.04 -0.17
N -1.73 -0.08 -1.11
O -2.36 -2.15 -0.43
H -1.29 0.74 -0.78
H -1.95 -0.24 -2.13
*
```


C) Formula: C4H5N3O2
Source: the OMol25 dataset
Level of theory: the ωB97M-V functional and the def2-TZVPD basis

The molar mass is 127.1 g/mol. Its HOMO-LUMO gap (alpha / beta) is 0.2819 / 0.2819 Ha. The calculation puts the HOMO energy (alpha / beta) at -8.7 / -8.7 eV.

Structure (ORCA input):
```
! wB97M-V def2-TZVPD RIJCOSX def2/J DEFGRID3
* xyz 0 1
C -0.18 -1.38 -0.95
C -1.15 -0.15 -0.88
C 0.06 1.11 0.54
N 0.58 1.88 1.51
C 0.11 -1.27 0.55
O 1.00 -1.24 -1.69
N -0.27 1.27 -0.65
N -0.53 -0.24 0.98
O -2.25 -0.08 -1.33
H 1.26 -0.30 -1.66
H -0.69 -2.28 -1.28
H 0.42 1.62 2.47
H 0.75 2.85 1.27
H 0.87 -1.80 1.11
*
```


D) Formula: C4H5N3O2
Source: the OMol25 dataset
Level of theory: the ωB97M-V functional and the def2-TZVPD basis

The molar mass is 127.1 g/mol. Its HOMO-LUMO gap is 0.3423 Ha. The structure (SMILES) is [H]/N=C(\N)c1cnc(O)o1. The calculation puts the HOMO energy at -8.8 eV.

Structure (ORCA input):
```
! wB97M-V def2-TZVPD RIJCOSX def2/J DEFGRID3
* xyz 0 1
H 2.62 -1.72 -0.16
N 1.64 -1.56 -0.37
C 1.30 -0.32 -0.18
N 2.19 0.64 0.22
C -0.08 0.16 -0.27
C -0.73 1.39 -0.39
N -2.09 1.16 -0.15
C -2.18 -0.16 -0.10
O -3.31 -0.88 0.12
O -1.01 -0.79 -0.09
H 3.13 0.33 0.41
H 2.00 1.27 0.99
H -0.31 2.36 -0.41
H -3.18 -1.87 0.37
*
```


The structure with the greatest stability is D).


A) Formula: C2H7NO2S
Source: the OMol25 dataset
Level of theory: the ωB97M-V functional and the def2-TZVPD basis

The molar mass is 109.1 g/mol. Its HOMO-LUMO gap is 0.3396 Ha. The structure (SMILES) is C=[S@](=O)(O)CN. The calculation puts the HOMO energy at -8.6 eV.

Structure (ORCA input):
```
! wB97M-V def2-TZVPD RIJCOSX def2/J DEFGRID3
* xyz 0 1
C -0.96 -2.01 0.78
S 0.39 -0.72 0.15
O 1.67 -1.16 -0.22
O 0.56 -0.02 1.58
C -0.06 0.89 -0.69
N 1.00 1.76 -0.83
H -1.09 -2.65 -0.19
H -1.90 -1.33 0.77
H 0.18 -0.60 2.20
H -0.59 0.62 -1.52
H -0.78 1.23 0.03
H 1.73 1.46 -1.51
H 1.51 1.78 0.17
*
```


B) Formula: C2H7NO2S
Source: the OMol25 dataset
Level of theory: the ωB97M-V functional and the def2-TZVPD basis

The molar mass is 109.1 g/mol. Its HOMO-LUMO gap is 0.4070 Ha. The structure (SMILES) is N=[S@H](=O)O.C=C. The calculation puts the HOMO energy at -10.4 eV.

Structure (ORCA input):
```
! wB97M-V def2-TZVPD RIJCOSX def2/J DEFGRID3
* xyz 0 1
N 3.06 -0.12 0.27
S 1.64 0.04 -0.14
O 0.81 1.01 0.38
O 0.87 -1.30 -0.02
H 3.28 0.44 1.10
H 1.52 0.13 -1.48
H -0.03 -1.13 0.16
C -2.07 -0.48 0.15
C -1.74 0.71 -0.36
H -2.10 -0.41 1.25
H -1.98 -1.45 -0.28
H -1.82 1.50 0.38
H -1.44 1.06 -1.41
*
```


The structure with the greatest stability is B).